(1)
The following is a quantum chemistry calculation of an isolated molecule of C17H22N4O5, from OMol25.

Properties
Energy above the lowest of the compared OMol25 structures with the same formula, charge and spin = 219.8 kJ/mol
Highest occupied orbital energy = -9.4 eV
Molecular weight = 362.4 g mol⁻¹
Spin multiplicity = 1
Total charge = 0
Structure (SMILES) = C#CCOC(=O)CNC(=O)[C@H](CCCOC)NC(=O)c1cnc(C)cn1

Element x y z (Å)
C  -5.611  -2.502  -2.856
C  -5.615  -1.363  -3.217
C  -5.626  0.030  -3.663
O  -5.081  0.912  -2.682
C  -3.742  0.972  -2.625
O  -3.001  0.373  -3.353
C  -3.298  1.925  -1.530
N  -1.882  1.870  -1.326
C  -1.332  1.152  -0.321
O  -1.987  0.618  0.557
C  0.180  0.995  -0.381
C  0.529  -0.218  -1.245
C  2.033  -0.408  -1.394
C  2.375  -1.543  -2.334
O  1.855  -2.744  -1.804
C  2.112  -3.847  -2.638
N  0.655  0.857  0.974
C  1.779  1.460  1.426
O  2.524  2.120  0.727
C  2.065  1.222  2.886
C  2.259  -0.060  3.381
N  2.577  -0.284  4.651
C  2.693  0.782  5.438
C  3.039  0.539  6.876
C  2.497  2.064  4.930
N  2.194  2.290  3.661
H  -5.604  -3.515  -2.532
H  -5.077  0.117  -4.600
H  -6.653  0.353  -3.824
H  -3.611  2.935  -1.801
H  -3.811  1.665  -0.607
H  -1.282  2.236  -2.046
H  0.634  1.890  -0.815
H  0.085  -1.112  -0.803
H  0.073  -0.098  -2.234
H  2.495  0.512  -1.763
H  2.484  -0.612  -0.420
H  1.948  -1.357  -3.331
H  3.465  -1.622  -2.448
H  1.684  -4.729  -2.167
H  1.651  -3.717  -3.625
H  3.189  -4.005  -2.771
H  -0.004  0.444  1.619
H  2.165  -0.931  2.741
H  3.140  1.473  7.427
H  2.265  -0.064  7.350
H  3.977  -0.011  6.946
H  2.592  2.937  5.566

Force components x, y, z for each atom (eV/Å):
-0.0136 -0.1420 0.0536
0.0457 0.1978 -0.0397
-0.1197 -0.3417 -0.2529
-0.0674 0.1887 0.1309
0.1691 -0.0392 -0.0115
-0.0608 0.0114 -0.0016
-0.1808 0.0070 -0.0666
0.0333 0.2163 0.0040
0.0389 -0.2627 0.0767
-0.0311 0.0691 -0.0005
-0.0115 0.1842 -0.1193
0.0107 -0.1207 -0.1174
0.0240 0.0294 0.0129
0.0420 0.0693 0.0255
-0.0216 -0.0138 0.0180
0.0092 -0.0858 -0.0380
-0.0826 -0.1538 0.1213
0.0122 0.1169 -0.0692
-0.0205 -0.0113 -0.0037
0.0680 -0.0421 -0.0969
-0.0483 -0.1110 0.0258
-0.0191 0.0295 -0.0395
0.0389 -0.0758 0.1741
0.0126 0.0830 0.0182
-0.0181 0.0946 -0.0665
0.0038 0.0629 0.0264
0.0042 -0.0086 0.0024
0.0450 0.0506 0.0472
0.0258 0.0944 0.0680
-0.0235 -0.0262 -0.0260
0.0701 -0.0383 0.0414
0.0423 -0.0674 -0.0142
0.0547 0.0071 0.0900
-0.0213 0.0209 0.0176
-0.0106 0.0358 0.0212
-0.0047 -0.0193 -0.0147
-0.0087 0.0108 -0.0025
-0.0037 -0.0272 0.0041
-0.0132 -0.0246 -0.0230
-0.0091 0.0218 0.0260
0.0241 0.0162 0.0024
-0.0109 0.0217 -0.0169
0.0349 0.0226 0.0243
-0.0128 0.0332 -0.0440
-0.0077 0.0001 -0.0173
0.0071 -0.0217 -0.0030
-0.0057 -0.0249 0.0009
0.0107 -0.0372 0.0522

(2)
The following is a quantum chemistry calculation of a structure of composition C17H22N5O3RuS at a distorted geometry, from OMol25.

Properties
Energy above the lowest of the compared OMol25 structures with the same formula, charge and spin = 211.8 kJ/mol
Highest occupied orbital energy (spin up / spin down) = -11.6 / -14.8 eV
Molecular weight = 477.5 g mol⁻¹
Spin multiplicity = 6
Total charge = +2

Element x y z (Å)
Ru  -15.295  -2.902  0.381
C  -17.159  -5.675  -2.325
C  -16.419  -4.537  -1.775
N  -16.188  -4.531  -0.516
O  -16.548  -5.662  0.192
C  -15.850  -3.343  -2.432
C  -15.709  -3.315  -3.922
N  -15.317  -2.543  -1.566
O  -14.836  -1.275  -1.888
H  -16.745  -6.622  -1.967
H  -17.085  -5.649  -3.456
H  -18.237  -5.667  -2.117
H  -16.045  -5.531  1.024
H  -15.402  -4.309  -4.234
H  -14.899  -2.617  -4.106
H  -16.595  -2.963  -4.407
C  -11.320  -4.575  1.241
C  -12.541  -3.784  1.429
O  -13.546  -3.954  0.668
N  -12.534  -2.909  2.473
C  -13.013  -1.532  2.436
C  -13.027  -0.970  1.056
C  -12.361  0.287  0.932
C  -12.590  1.008  -0.228
C  -13.238  0.472  -1.269
C  -13.508  -0.956  -1.219
N  -13.699  -1.485  0.058
H  -10.753  -4.242  0.363
H  -11.549  -5.625  1.181
H  -10.521  -4.455  2.023
H  -11.664  -2.864  2.992
H  -12.326  -0.929  2.978
H  -14.004  -1.477  2.842
H  -11.669  0.604  1.707
H  -12.362  2.077  -0.238
H  -13.520  1.001  -2.180
H  -12.910  -1.618  -1.846
S  -17.308  -2.338  0.767
C  -18.319  -1.482  -0.422
N  -19.227  -2.258  -1.076
C  -19.819  -1.792  -2.268
C  -19.901  -0.432  -2.473
C  -19.016  0.356  -1.699
C  -18.336  -0.100  -0.604
H  -19.204  -3.261  -0.893
H  -20.369  -2.494  -2.842
H  -20.512  -0.045  -3.206
H  -18.880  1.370  -1.991
H  -17.928  0.518  0.223

Force components x, y, z for each atom (eV/Å):
1.5269 -0.9782 -1.6298
-0.1795 -0.5543 -2.7208
0.0224 2.2063 -1.8839
1.8393 -0.4935 3.2560
0.1378 0.4139 0.8427
-1.7370 -3.7005 -1.4490
0.9818 0.4032 1.1432
1.6508 2.3867 0.9948
0.1377 1.5724 -1.1413
-0.1381 0.1678 -0.0860
-0.0537 -0.1908 1.2664
0.2576 0.0847 0.2639
-0.4933 -0.5350 -0.4449
-0.2018 0.0308 -0.3852
0.0626 0.1095 -0.4820
-0.5202 0.0350 -0.4770
1.9743 -0.2954 0.6217
-1.3278 0.3177 0.1008
2.1557 -0.6226 1.6308
1.1898 0.1695 -0.3619
-1.4064 -0.8871 -1.0751
0.2651 1.1417 -0.4263
0.5894 -1.0783 -0.1064
0.1200 2.2007 0.3005
-0.3765 -0.1036 -1.4009
-3.3422 -2.0363 -2.0179
0.5918 -0.1184 3.3075
-0.6113 -0.1655 -0.2945
-0.0678 -0.3860 -0.3651
-1.1640 0.0012 -0.2400
-0.0637 -0.8693 -0.2255
0.2677 0.2750 0.8596
-0.5873 0.2660 0.5284
-0.3570 0.2284 -0.0812
0.2161 -0.3720 -0.0992
0.2494 -0.0365 0.3303
1.1074 0.1656 0.2404
-3.7677 1.7686 1.5254
-0.2557 -1.0512 1.2311
1.2335 0.7537 -2.6766
-0.7473 0.7245 2.6644
2.7871 -1.8800 1.6164
-0.9799 0.4847 -0.2857
0.2903 -0.6039 0.8593
0.0303 0.2338 -0.1119
-0.4173 -0.6524 -0.2244
-0.8877 0.8276 -1.6915
-0.3039 0.8971 0.1032
0.3020 -0.2556 -1.3029

> The lowest molecular weight belongs to which entry?

C17H22N4O5